<a>
C3H13N2 | the ωB97M-V functional and the def2-TZVPD basis

## Properties
<S²>: 0.75

ORCA input file:
```
! RIJCOSX wB97M-V def2-TZVPD def2/J DEFGRID3
* xyz 0 2
C 1.328 -0.692 1.670
N 1.201 0.686 0.958
H 0.890 -0.641 2.682
H 2.427 -0.745 1.802
H 0.752 -1.452 1.244
H 0.621 0.664 -0.307
H 0.572 1.284 1.495
H 2.136 1.133 1.060
C -1.649 -0.805 -0.293
C -1.290 0.345 -1.168
N 0.272 0.407 -1.319
H -1.593 -1.803 -0.712
H -2.766 -0.667 -0.050
H -1.132 -0.762 0.691
H -1.696 1.219 -0.699
H -1.869 0.270 -2.060
H 0.481 1.206 -1.977
H 0.526 -0.443 -1.895
*
```


<b>
C3H13N2 | the ωB97M-V functional and the def2-TZVPD basis

## Properties
<S²>: 0.75

ORCA input file:
```
! RIJCOSX wB97M-V def2-TZVPD def2/J DEFGRID3
* xyz 0 2
C 1.960 -0.407 -0.124
C 1.549 0.938 -0.717
N 0.085 0.878 -1.027
H 1.431 -1.278 -0.562
H 3.057 -0.499 -0.097
H 1.626 -0.334 0.947
H 1.687 1.740 0.002
H 2.106 1.257 -1.659
H -0.252 1.819 -1.275
H -0.017 0.311 -1.883
C -2.388 -0.841 0.805
N -0.968 -0.510 0.982
H -2.908 0.134 0.924
H -2.499 -1.120 -0.280
H -2.881 -1.594 1.459
H -0.922 -0.102 1.907
H -0.538 0.326 0.041
H -0.435 -1.383 1.003
*
```


Bottom line: <b>, by a margin of 13.1 kcal/mol.


<a>
C5H10F2O | the ωB97M-V functional and the def2-TZVPD basis

## Properties
Structure (SMILES): CC(C)=O.CC(F)F

ORCA input file:
```
! RIJCOSX wB97M-V def2-TZVPD def2/J DEFGRID3
* xyz 0 1
O 2.324 -1.429 1.597
C 2.351 -0.351 2.167
C 1.449 -0.043 3.340
C 3.290 0.755 1.740
H 0.804 -0.908 3.566
H 0.808 0.825 3.112
H 2.052 0.190 4.234
H 2.716 1.648 1.440
H 3.960 1.030 2.571
H 3.905 0.428 0.884
F -2.985 0.754 -4.484
F -2.510 1.264 -2.398
C -3.383 -0.876 -2.836
C -2.505 0.242 -3.309
H -4.414 -0.511 -2.691
H -3.014 -1.278 -1.877
H -3.401 -1.693 -3.577
H -1.447 -0.046 -3.479
*
```


<b>
C5H10F2O | the ωB97M-V functional and the def2-TZVPD basis

## Properties
Structure (SMILES): CC(C)(F)[C@](C)(O)F

ORCA input file:
```
! RIJCOSX wB97M-V def2-TZVPD def2/J DEFGRID3
* xyz 0 1
C -0.467 -0.957 1.262
C -0.695 -1.105 -1.134
C 0.581 1.595 0.252
C 0.393 -0.987 -0.036
C 1.302 0.306 -0.131
O 2.002 0.238 -1.319
F 1.145 -2.151 0.001
F 2.172 0.092 0.997
H 0.313 -1.040 1.998
H -1.043 -1.849 1.089
H -0.998 0.063 1.452
H -0.199 -0.771 -2.044
H -1.410 -0.332 -0.994
H -1.115 -2.194 -1.257
H 0.980 2.406 -0.212
H 0.659 1.867 1.279
H -0.459 1.504 -0.021
H 2.514 1.098 -1.341
*
```


Bottom line: <a>, by a margin of 18.2 kcal/mol.


<a>
C10H15N2O | the ωB97M-V functional and the def2-TZVPD basis

ORCA input file:
```
! RIJCOSX wB97M-V def2-TZVPD def2/J DEFGRID3
* xyz 1 1
C -3.652 0.910 0.385
C -3.759 -0.437 0.291
C -2.559 1.657 -0.093
C -2.689 -1.172 -0.110
C -1.421 0.888 -0.419
C -0.433 -1.244 -0.752
C 3.117 0.850 -1.469
C 1.525 -0.868 1.929
C 2.296 -0.383 -0.911
C 1.241 0.391 1.095
N -1.504 -0.520 -0.372
N 1.115 0.159 -0.338
O -0.337 -2.185 -1.423
H -4.523 1.403 0.843
H -4.543 -0.953 0.676
H -2.671 2.688 -0.174
H -2.843 -2.266 -0.089
H -0.424 1.168 -0.686
H 3.199 1.579 -0.784
H 4.102 0.498 -1.843
H 2.528 1.328 -2.289
H 0.826 -1.652 1.533
H 2.436 -1.351 1.750
H 1.548 -0.505 2.982
H 2.170 -0.950 -1.774
H 2.985 -0.939 -0.233
H 0.187 0.806 1.139
H 2.083 1.097 1.136
*
```


<b>
C10H15N2O | the ωB97M-V functional and the def2-TZVPD basis

ORCA input file:
```
! RIJCOSX wB97M-V def2-TZVPD def2/J DEFGRID3
* xyz 1 1
C 3.537 0.529 0.626
C 3.447 -0.867 0.606
C 2.436 1.331 0.163
C 2.423 -1.534 0.002
C 1.361 0.625 -0.339
C 1.332 -0.748 -0.420
C -0.635 -0.062 -1.050
C -0.369 2.427 -0.656
C -3.059 0.113 0.185
C -2.002 -2.087 0.528
N 0.084 1.048 -0.762
N -1.786 -0.629 0.486
O 0.166 -1.167 -1.053
H 4.489 1.018 0.921
H 4.268 -1.378 1.035
H 2.409 2.513 0.097
H 2.292 -2.595 0.219
H -1.520 0.015 -1.686
H -0.536 2.807 0.373
H 0.182 3.157 -1.177
H -1.289 2.373 -1.195
H -3.614 -0.558 -0.502
H -3.733 -0.085 1.100
H -2.692 1.114 -0.168
H -2.394 -2.286 -0.370
H -0.983 -2.427 0.515
H -2.669 -2.391 1.351
H -1.148 -0.257 1.170
*
```


<c>
C10H15N2O | the ωB97M-V functional and the def2-TZVPD basis

ORCA input file:
```
! RIJCOSX wB97M-V def2-TZVPD def2/J DEFGRID3
* xyz 1 1
C -3.987 0.853 -0.119
C -2.631 0.702 0.184
C -2.398 -0.716 0.042
C -1.504 1.586 0.287
C -0.283 1.306 -0.057
C -1.067 -1.215 0.550
C 2.414 0.774 -0.945
C 1.739 -0.008 1.447
C 1.954 -1.659 -0.598
C 1.575 -0.232 -0.123
N -3.545 -1.304 -0.265
N 0.183 0.010 -0.575
O -4.449 -0.387 -0.365
H -4.692 1.693 -0.054
H -1.787 2.561 0.779
H 0.455 2.103 -0.012
H -0.698 -0.693 1.396
H -0.831 -2.164 0.176
H 2.907 1.409 -0.259
H 3.083 0.100 -1.646
H 1.840 1.455 -1.587
H 1.562 1.006 1.677
H 2.686 -0.335 1.749
H 1.149 -0.577 2.055
H 1.671 -2.453 0.110
H 1.394 -1.812 -1.516
H 2.979 -1.765 -0.795
H 0.279 -0.238 -1.535
*
```


Bottom line: <b>, by a margin of 65.0 kcal/mol.